DFT (ωB97M-V/def2-TZVPD) results for C8H11ClN2 in the gas phase.

Properties
- 2S+1: 1
- Energy above the lowest of the compared OMol25 structures with the same formula, charge and spin: 89.7 kcal per mole

XYZ file:
```
22
Properties=species:S:1:pos:R:3:forces:R:3
C -0.3065 -1.1866 -1.8827 -0.3 2.0 0.3
C -0.6841 -1.6017 1.3743 0.4 0.3 0.5
C -0.1397 -0.1467 1.4113 0.5 -1.2 -0.9
C -0.5777 -0.0373 -1.1095 0.0 0.2 1.0
C 0.4311 0.2755 -0.0022 -0.5 1.0 1.4
C -1.9394 0.6243 -1.1631 0.3 1.5 0.4
C 0.8819 1.7993 0.1784 1.9 -1.2 -1.1
C 1.7054 -0.4842 -0.1450 1.5 -0.1 -0.1
N 0.0041 -1.9702 -2.6561 0.3 -1.4 -1.0
N -1.0229 -2.2806 0.3971 0.0 0.5 1.0
Cl -0.7592 -2.3449 3.0653 -0.1 0.3 -1.0
H -0.9578 0.4789 1.6468 -1.0 0.7 0.5
H 0.6328 -0.0338 2.2058 -0.5 -0.2 -0.6
H -2.3135 0.9413 -2.1459 0.5 -0.5 -0.1
H -2.0273 1.5828 -0.5586 0.5 -1.3 -0.4
H -2.6476 -0.0760 -0.7628 -0.6 -0.4 0.2
H 1.3257 1.8857 1.2005 -1.2 0.5 -0.4
H 0.2273 2.5927 -0.2294 0.2 -0.5 0.8
H 1.8750 1.8276 -0.3764 -1.4 0.4 0.0
H 2.4764 -0.0217 0.4575 0.0 0.2 0.7
H 2.1552 -0.3114 -1.1218 -0.3 -0.8 -0.4
H 1.6608 -1.5132 0.2166 -0.1 -0.1 -0.8
```
Positions in Å, forces in eV/Å.

Here are the Löwdin charges for atoms 1 to 5, given in e: number 1, C, carries -0.2738; number 2, C, carries -0.7349; number 3, C, carries -0.1508; number 4, C, carries -0.1677; number 5, C, carries -0.5053